# 1
{"formula": "C13H29N5O7Sn", "method": "ωB97M-V/def2-TZVPD", "elements": ["O", "H", "Sn", "N", "N", "N", "N", "O", "O", "O", "O", "C", "C", "C", "C", "C", "H", "H", "H", "C", "H", "H", "H", "C", "C", "H", "H", "H", "H", "H", "H", "H", "H", "C", "H", "H", "H", "O", "H", "H", "C", "N", "C", "C", "C", "O", "H", "H", "H", "H", "H", "H", "H", "H", "H"], "positions_angstrom": [[3.064, -2.436, -1.909], [3.284, -3.220, -2.465], [0.061, -0.938, 0.144], [-0.361, -1.567, -1.886], [0.887, 0.595, -1.211], [-0.444, -1.842, 1.942], [1.205, 0.200, 1.605], [-1.142, -2.567, -2.023], [-0.905, -3.170, 2.110], [1.964, 1.309, 1.429], [1.162, 1.811, -0.854], [0.799, 0.384, -2.554], [0.196, -0.842, -2.913], [-0.023, -1.200, 3.025], [0.757, -0.010, 2.852], [0.080, -1.387, -4.274], [0.953, -2.012, -4.483], [0.069, -0.576, -4.995], [-0.822, -1.995, -4.363], [1.168, 1.482, -3.485], [2.222, 1.747, -3.358], [0.575, 2.394, -3.334], [1.040, 1.177, -4.528], [-0.625, -1.745, 4.234], [0.855, 1.009, 3.932], [-0.408, -2.822, 4.237], [-1.712, -1.590, 4.142], [-0.207, -1.228, 5.103], [1.389, 1.923, 3.615], [1.364, 0.548, 4.792], [-0.164, 1.288, 4.262], [-0.853, -3.506, 1.199], [1.694, 1.651, 0.491], [4.356, -1.282, -1.201], [4.750, -0.810, -2.105], [4.743, -2.091, -0.530], [3.841, -0.459, -0.747], [1.408, -2.421, 0.046], [2.226, -2.728, -1.397], [1.738, -2.982, 0.746], [-3.678, 3.040, 0.382], [-2.506, 2.237, 0.660], [-1.711, 2.520, 1.841], [-2.218, 1.153, -0.034], [-2.932, 0.785, -1.270], [-1.280, 0.481, 0.502], [-3.616, 3.901, 1.041], [-4.602, 2.480, 0.592], [-3.690, 3.363, -0.667], [-1.861, 1.770, 2.632], [-0.640, 2.590, 1.605], [-2.065, 3.486, 2.197], [-2.699, 1.497, -2.074], [-2.674, -0.224, -1.599], [-4.014, 0.829, -1.099]], "nbo_charge": [-0.842, 0.501, 2.214, -0.167, -0.185, -0.478, -0.419, -0.586, -0.581, -0.632, -0.627, 0.131, 0.076, 0.042, 0.089, -0.660, 0.217, 0.213, 0.252, -0.658, 0.234, 0.237, 0.209, -0.641, -0.660, 0.228, 0.197, 0.209, 0.243, 0.219, 0.196, 0.470, 0.482, -0.238, 0.213, 0.232, 0.227, -1.185, 0.555, 0.500, -0.412, -0.365, -0.415, 0.737, -0.721, -0.738, 0.222, 0.206, 0.213, 0.226, 0.254, 0.196, 0.254, 0.273, 0.244], "orbital_gap_ev": [2.8, 2.8], "relative_energy_ev": 3.692}

=====

# 2
{"formula": "C13H30B3F21N3O5P", "method": "ωB97M-V/def2-TZVPD", "elements": ["C", "C", "O", "N", "H", "H", "C", "H", "H", "H", "H", "H", "H", "C", "C", "O", "N", "H", "H", "C", "H", "H", "H", "H", "H", "H", "C", "C", "O", "N", "H", "H", "C", "H", "H", "H", "H", "H", "H", "C", "O", "O", "C", "F", "F", "F", "C", "C", "H", "H", "H", "H", "H", "H", "P", "F", "F", "F", "F", "F", "F", "B", "F", "F", "F", "F", "B", "F", "F", "F", "F", "B", "F", "F", "F", "F"], "positions_angstrom": [[2.441, 4.115, -1.413], [1.447, 3.381, -2.259], [0.737, 3.862, -3.103], [1.454, 1.852, -1.966], [2.070, 1.645, -1.193], [0.709, 1.470, -1.401], [1.722, 0.970, -3.216], [3.394, 3.730, -1.775], [2.244, 3.897, -0.364], [2.428, 5.186, -1.614], [1.018, 1.272, -3.991], [1.646, -0.065, -2.883], [2.773, 1.238, -3.322], [-1.485, 2.871, 2.122], [-2.943, 2.565, 2.282], [-3.738, 3.243, 2.880], [-3.414, 1.331, 1.563], [-2.824, 1.136, 0.767], [-2.956, 0.658, 2.161], [-4.891, 1.326, 1.203], [-1.142, 2.802, 1.090], [-0.820, 2.166, 2.622], [-1.392, 3.905, 2.453], [-5.433, 1.854, 1.987], [-5.133, 0.268, 1.099], [-5.040, 1.792, 0.229], [0.027, -4.130, 1.585], [0.500, -3.596, 2.893], [0.885, -4.329, 3.827], [0.250, -2.114, 3.074], [0.293, -1.657, 2.174], [-0.702, -1.940, 3.364], [1.256, -1.531, 3.981], [0.887, -4.434, 0.989], [-0.468, -3.379, 0.970], [-0.780, -4.861, 1.637], [1.025, -0.467, 3.918], [2.269, -1.733, 3.633], [1.065, -1.861, 5.002], [4.109, -2.965, -3.003], [2.962, -3.692, -2.646], [5.086, -3.300, -2.099], [4.212, -3.308, -4.551], [4.777, -4.591, -4.783], [3.058, -3.186, -5.325], [5.195, -2.536, -5.076], [1.664, -3.017, -2.564], [0.533, -3.994, -2.378], [0.628, -4.408, -1.374], [-0.416, -3.461, -2.323], [0.425, -4.872, -3.013], [1.529, -2.457, -3.489], [1.552, -2.218, -1.831], [3.940, -1.891, -2.924], [-3.538, 3.856, -1.545], [-4.372, 5.140, -2.063], [-3.016, 3.545, -3.073], [-2.270, 4.985, -1.564], [-2.627, 2.487, -1.234], [-3.949, 3.838, -0.048], [-4.721, 2.740, -1.871], [-0.583, -0.412, 0.422], [-0.898, 0.028, 1.703], [-1.605, -1.254, -0.037], [-0.413, 0.646, -0.427], [0.600, -1.025, 0.525], [2.936, 1.681, 1.589], [3.397, 1.208, 0.419], [3.213, 0.761, 2.574], [3.493, 2.896, 1.769], [1.571, 1.839, 1.452], [-3.170, -1.079, 3.539], [-2.967, -1.566, 2.289], [-3.049, -2.098, 4.377], [-2.220, -0.136, 3.921], [-4.447, -0.624, 3.658]], "lowdin_spin": [0.000, 0.000, 0.000, 0.000, 0.000, 0.000, 0.000, 0.000, 0.000, 0.000, 0.000, 0.000, 0.000, 0.000, 0.000, 0.000, 0.000, 0.000, 0.000, 0.000, 0.000, 0.000, 0.000, 0.000, 0.000, 0.000, 0.000, 0.000, 0.000, 0.000, 0.000, 0.000, 0.000, 0.000, 0.000, 0.000, 0.000, 0.000, 0.000, 0.075, 0.027, 0.832, 0.016, 0.003, 0.001, 0.002, 0.002, 0.001, 0.000, 0.000, 0.000, 0.002, 0.000, 0.039, 0.000, 0.000, 0.000, 0.000, 0.000, 0.000, 0.000, 0.000, 0.000, 0.000, 0.000, 0.000, 0.000, 0.000, 0.000, 0.000, 0.000, 0.000, 0.000, 0.000, 0.000, 0.000], "total_charge": -1, "orbital_gap_ev": [10.3, 7.5], "spin_multiplicity": 2, "s_squared": 0.754}